{
  "formula": "CH6SSi",
  "method": "ωB97M-V/def2-TZVPD",
  "symbols": ["C", "Si", "S", "H", "H", "H", "H", "H", "H"],
  "coordinates": [[0.310935, -1.082607, 0.251759], [-0.758712, 0.426887, -0.128482], [0.114921, 1.650346, -1.630599], [0.183096, -1.680763, -0.708665], [1.376860, -1.030310, 0.363006], [0.064427, -1.708908, 1.047727], [-0.447146, 1.981288, 2.316781], [-2.164957, 0.314948, -0.482392], [1.320577, 1.129120, -1.029136]],
  "atomic_forces_ev_per_a": [[-0.438, -0.290, -2.913], [1.066, 1.141, 1.736], [1.812, -1.197, 1.129], [0.097, 0.313, 1.020], [0.615, 1.026, -0.152], [-1.190, -0.858, 1.368], [-0.215, -0.741, -1.110], [-0.353, -0.457, 0.067], [-1.394, 1.063, -1.144]],
  "mulliken_charge": [-1.0233, 0.2441, -0.2633, 0.3093, 0.3573, 0.3614, -0.0860, -0.0708, 0.1714],
  "orbital_gap_ev": [9.02, 7.02],
  "spin_multiplicity": 1
}



{
  "formula": "C23H41N2OP3Tl",
  "method": "ωB97M-V/def2-TZVPD",
  "symbols": ["Tl", "P", "P", "P", "H", "C", "C", "H", "C", "C", "C", "C", "C", "C", "C", "C", "C", "H", "H", "H", "H", "H", "H", "H", "H", "H", "H", "H", "H", "H", "H", "H", "H", "H", "H", "H", "H", "H", "H", "H", "H", "H", "H", "H", "H", "H", "C", "C", "C", "C", "C", "C", "O", "H", "H", "H", "H", "H", "H", "N", "C", "C", "C", "C", "N", "C", "C", "H", "H", "H", "H"],
  "coordinates": [[0.195118, -0.300804, -2.506944], [0.331193, -3.811621, -2.139103], [2.208317, 0.021242, -0.371652], [-2.309811, 0.488908, -1.632867], [1.671225, 4.154715, -0.712345], [0.604490, 4.254676, -0.483232], [0.141191, 4.206416, 0.776437], [0.801894, 3.999395, 1.627193], [0.941625, -3.487494, -3.805610], [1.588596, -4.787683, -1.308011], [-1.174404, -4.775233, -2.304900], [2.293058, 1.409595, 0.822966], [2.683781, -1.390539, 0.701722], [3.775704, 0.304205, -1.290157], [-2.491627, 2.166195, -0.935608], [-3.285567, -0.587088, -0.534893], [-3.360421, 0.582471, -3.129705], [-0.053409, 4.473971, -1.331148], [-0.898147, 4.459306, 1.022800], [1.269162, -4.435653, -4.265302], [1.803714, -2.804300, -3.779347], [0.147395, -3.055500, -4.433533], [1.992868, -5.508784, -2.029638], [1.152482, -5.326094, -0.458320], [2.403701, -4.141293, -0.958302], [-0.960443, -5.719204, -2.823676], [-1.919385, -4.216999, -2.886505], [-1.587032, -5.000924, -1.314823], [3.342772, 1.717425, 0.940145], [1.903257, 1.083764, 1.796032], [1.700902, 2.272704, 0.486183], [3.777070, -1.434461, 0.809215], [2.329130, -2.332365, 0.263063], [2.230141, -1.282919, 1.694468], [4.545192, 0.665050, -0.593641], [3.602407, 1.061352, -2.068075], [4.112272, -0.626381, -1.766521], [-3.255788, 2.714759, -1.504455], [-1.538770, 2.710343, -0.997598], [-2.788390, 2.108497, 0.119416], [-4.342776, -0.291976, -0.550053], [-2.874507, -0.488314, 0.476584], [-3.186254, -1.631464, -0.859382], [-4.329823, 1.011616, -2.846020], [-3.503239, -0.424139, -3.542107], [-2.875674, 1.215364, -3.883778], [0.087082, 1.924890, -4.902139], [0.775261, 1.056773, -5.808230], [0.237110, 0.822591, -7.062555], [-0.836768, 1.602928, -7.524815], [-1.372497, 2.614510, -6.711764], [-0.887666, 2.819404, -5.432221], [0.272671, 1.830356, -3.620360], [0.052802, -2.633295, -1.361859], [1.671570, 0.545227, -5.448835], [0.669359, 0.047294, -7.702395], [-1.238706, 1.420617, -8.524694], [-2.165535, 3.262614, -7.084498], [-1.249945, 3.604825, -4.774864], [0.649334, -0.271482, 6.593506], [0.287855, -0.158011, 5.485566], [-0.173268, -0.021942, 4.123153], [-0.232916, -1.136154, 3.280997], [-0.730190, -0.962608, 1.986392], [-1.164589, 0.217455, 1.537451], [-1.082249, 1.290520, 2.327007], [-0.585182, 1.220298, 3.630880], [0.075304, -2.123822, 3.621614], [-0.786396, -1.813846, 1.300533], [-1.422858, 2.245015, 1.919056], [-0.545675, 2.119304, 4.244395]],
  "atomic_forces_ev_per_a": [[0.070, 1.274, 0.684], [0.055, -1.161, -0.180], [1.450, 0.377, 0.479], [-1.654, 0.482, 0.051], [-0.406, -0.090, 0.082], [-0.291, 0.110, 0.592], [0.230, 0.244, -0.560], [-0.237, 0.202, -0.342], [0.017, 0.655, -0.142], [0.089, 0.158, 0.281], [-0.323, 0.176, 0.182], [-0.648, 0.358, 0.029], [-0.431, -0.435, -0.105], [-0.379, -0.063, -0.560], [0.612, 0.284, 0.105], [0.508, -0.512, 0.130], [0.566, -0.276, -0.222], [0.263, 0.061, 0.339], [0.392, -0.232, -0.183], [-0.191, 0.223, 0.337], [-0.197, -0.222, -0.057], [0.254, -0.115, 0.175], [-0.123, 0.107, 0.157], [0.126, 0.123, -0.127], [-0.138, -0.242, -0.097], [0.087, 0.228, 0.101], [0.147, -0.130, 0.122], [0.057, 0.005, -0.174], [-0.296, -0.209, -0.083], [0.007, 0.062, -0.259], [0.262, -0.370, 0.118], [-0.302, 0.107, -0.092], [0.202, 0.128, 0.217], [0.053, -0.028, -0.283], [-0.236, -0.183, -0.197], [0.212, -0.157, 0.191], [-0.032, 0.262, 0.065], [0.219, -0.238, 0.113], [-0.311, -0.062, 0.060], [0.096, -0.122, -0.320], [0.250, 0.021, -0.162], [-0.256, -0.032, -0.363], [-0.217, 0.189, 0.062], [0.223, -0.124, -0.051], [-0.068, 0.252, 0.011], [-0.205, -0.096, 0.114], [0.470, -0.279, 1.313], [-0.245, -0.797, -0.756], [0.978, -0.191, 0.560], [-0.261, -0.192, -0.203], [0.003, 0.750, 0.658], [-0.610, 0.175, -0.563], [-0.184, -0.046, -1.102], [0.190, -0.748, -0.527], [-0.323, 0.006, -0.130], [-0.101, 0.427, 0.152], [0.115, 0.140, 0.348], [0.217, -0.203, 0.013], [-0.142, -0.124, -0.163], [-0.810, 0.258, -2.616], [0.755, -0.224, 2.288], [-0.055, 0.092, -0.022], [-0.129, -0.187, -0.422], [0.229, 0.297, 0.813], [0.374, 0.136, -0.524], [0.237, -0.287, 0.566], [-0.162, 0.141, -0.207], [-0.051, 0.288, 0.018], [-0.099, 0.204, 0.189], [0.090, -0.334, 0.135], [0.008, -0.291, -0.056]],
  "mulliken_charge": [0.8097, 1.3258, 0.8974, 0.9519, 0.3810, -0.7605, -0.5578, 0.3626, -1.2622, -1.1701, -1.1661, -0.4421, -0.9464, -1.3961, -0.8370, -1.0825, -1.3367, 0.3337, 0.3767, 0.4792, 0.3636, 0.3837, 0.4159, 0.4407, 0.3353, 0.3994, 0.3779, 0.4292, 0.4966, 0.3463, -0.5489, 0.4500, -0.0794, 0.3198, 0.4522, 0.4279, 0.3968, 0.6094, -0.2855, 0.4047, 0.4235, 0.2547, 0.3653, 0.4712, 0.4122, 0.3140, 0.2547, -0.4691, -0.4761, -0.3920, -0.3006, -0.3272, -0.6969, -0.2852, 0.6311, 0.4355, 0.4486, 0.4419, 0.4869, -0.3549, -0.3019, 0.6119, -0.7497, -0.2208, 0.1565, -0.1735, -0.7565, 0.5352, 0.4022, 0.2293, 0.5338],
  "charge": 3,
  "orbital_gap_ev": [5.18, 6.61],
  "spin_multiplicity": 1
}



{
  "formula": "C7H12",
  "method": "ωB97M-V/def2-TZVPD",
  "symbols": ["C", "C", "C", "C", "C", "C", "C", "H", "H", "H", "H", "H", "H", "H", "H", "H", "H", "H", "H"],
  "coordinates": [[-2.635204, -0.112461, -0.106241], [-1.231304, -0.592339, -0.302728], [-0.207104, 0.292829, -0.922831], [0.880764, 0.261339, 0.154825], [1.842318, -0.899504, -0.003394], [2.344669, 0.518262, -0.080502], [0.158650, 0.465148, 1.398846], [-3.198201, 0.057298, -1.041342], [-2.616863, 0.860637, 0.406476], [-3.215441, -0.818839, 0.495872], [-1.089193, -1.664491, -0.445933], [0.217110, -0.060988, -1.869005], [-0.591649, 1.308760, -1.070153], [1.767251, -1.482556, -0.920201], [2.085492, -1.490254, 0.877007], [2.626532, 0.904329, -1.055884], [2.962400, 0.871083, 0.742801], [-0.839194, 0.849423, 1.447723], [0.738970, 0.732324, 2.294657]],
  "atomic_forces_ev_per_a": [[0.069, 0.048, 0.203], [-0.845, -0.487, -1.004], [0.511, 0.191, 0.094], [-0.537, -0.215, -0.414], [0.169, -0.185, 0.126], [0.038, 0.073, -0.065], [1.048, 0.600, 1.239], [0.286, -0.114, 0.076], [-0.141, -0.139, -0.059], [0.060, 0.143, -0.057], [0.075, 0.188, 0.289], [-0.280, -0.043, -0.038], [0.051, -0.097, 0.021], [0.026, 0.161, 0.138], [-0.013, 0.203, -0.120], [0.009, -0.039, 0.131], [-0.224, 0.025, -0.128], [-0.122, 0.319, -0.299], [-0.181, -0.634, -0.133]],
  "mulliken_charge": [-1.1846, -0.2893, -0.6710, 1.2083, -0.7808, -0.6608, -1.1337, 0.3005, 0.3028, 0.3385, 0.3750, 0.4079, 0.2324, 0.2388, 0.2686, 0.2242, 0.2679, 0.2113, 0.3441],
  "orbital_gap_ev": [8.51, 8.10],
  "spin_multiplicity": 1
}



E values (in Ha) by entry order: -729.2376, -2281.2174, -273.7491.
Energy above the lowest of the compared OMol25 structures with the same formula, charge and spin values (in kJ/mol) by entry order: 365.0, 0.0, 418.8.